[1]
# C5H13NO

A 2-piece molecular cluster, C5H13NO overall at a distorted geometry (ωB97M-V with the def2-TZVPD basis set, the Open Molecules 2025 dataset).

## Properties
Gap between HOMO and LUMO ... 0.3552 hartree
Net charge ... 0
Energy ... -328.18068 hartree
HOMO energy ... -8.6 eV
ΔE to the lowest compared entry with this formula, charge and spin ... 3.760 eV

The geometry in XYZ format:
```
20
Properties=species:S:1:pos:R:3:mulliken_charge:R:1
C -1.081 -1.391 0.508 -0.7605
C -0.006 -0.775 1.490 -0.3357
C 1.345 -1.555 1.261 -0.6547
C 2.759 0.287 0.314 -0.5685
C 2.555 -0.573 1.357 -0.3746
N -0.612 -0.997 -0.858 -0.5178
H -1.052 -2.466 0.828 0.2796
H -2.077 -1.007 0.637 0.3953
H -0.333 -0.752 2.623 0.3028
H 0.144 0.255 1.034 0.2514
H 1.544 -2.062 2.258 0.2538
H 1.207 -2.372 0.547 0.4264
H 3.706 0.787 0.204 0.2856
H 1.950 0.365 -0.405 0.2684
H 2.652 -0.264 2.366 0.2866
H -0.420 -1.951 -1.269 0.2191
H -1.382 -0.537 -1.404 0.2429
H -3.121 5.176 -4.356 0.3002
H -4.046 5.171 -3.193 0.3193
O -3.733 4.660 -3.941 -0.6196
```

[2]
# C5H13NO

An isolated molecule of C5H13NO at a distorted geometry (ωB97M-V with the def2-TZVPD basis set, the Open Molecules 2025 dataset).

## Properties
Gap between HOMO and LUMO ... 0.3717 hartree
Net charge ... 0
Energy ... -328.26094 hartree
HOMO energy ... -9.1 eV
ΔE to the lowest compared entry with this formula, charge and spin ... 1.576 eV

The geometry in XYZ format:
```
20
Properties=species:S:1:pos:R:3:mulliken_charge:R:1
C -1.193 1.943 1.311 -0.8849
N -0.194 1.477 0.359 -0.3726
C -0.296 -2.407 0.636 -1.2677
C 0.423 -1.035 0.726 -0.0597
C -0.308 0.071 -0.049 -0.2774
C 0.133 -0.027 -1.518 -0.7314
O 1.556 0.032 -1.717 -0.5287
H -1.036 3.016 1.459 0.3139
H -2.205 1.777 0.945 0.3328
H -1.070 1.522 2.323 0.2865
H 0.655 1.507 0.912 0.2759
H -1.383 -2.317 0.516 0.3266
H -0.184 -2.938 1.574 0.3582
H -0.021 -2.974 -0.251 0.3267
H 1.468 -1.121 0.456 0.2528
H 0.350 -0.866 1.809 0.3324
H -1.385 -0.138 -0.059 0.3401
H -0.198 -0.945 -2.004 0.3298
H -0.240 0.833 -2.071 0.3326
H 2.019 0.396 -0.960 0.3141
```

[3]
# C5H13NO

A 2-piece molecular cluster, C5H13NO overall at a distorted geometry (ωB97M-V with the def2-TZVPD basis set, the Open Molecules 2025 dataset).

## Properties
Gap between HOMO and LUMO ... 0.3403 hartree
Net charge ... 0
Energy ... -328.16232 hartree
HOMO energy ... -8.4 eV
ΔE to the lowest compared entry with this formula, charge and spin ... 4.259 eV

The geometry in XYZ format:
```
20
Properties=species:S:1:pos:R:3:mulliken_charge:R:1
C -0.700 -1.569 1.725 -0.7847
N -1.389 -0.474 0.913 -0.3865
C -1.167 -0.590 -0.646 -1.3315
C 2.227 0.638 -2.225 -0.9841
C 0.994 0.774 -1.513 0.1196
C 0.240 -0.297 -1.140 0.0613
H -0.645 -1.306 2.790 0.3195
H 0.288 -1.561 1.411 0.3297
H -1.096 -2.559 1.242 0.2362
H -1.936 0.450 0.902 0.3507
H -1.545 -1.484 -1.038 0.3933
H -1.801 0.188 -0.937 0.4247
H 2.889 1.414 -1.804 0.2919
H 2.204 0.669 -3.278 0.2706
H 2.725 -0.396 -1.992 0.2905
H 0.718 1.817 -1.020 0.2076
H 0.797 -1.286 -1.276 0.1597
H -0.998 1.179 2.271 0.3481
H -0.583 2.541 2.652 0.3321
O -1.221 1.852 2.963 -0.6489
```

[4]
# C5H13NO

A 2-piece molecular cluster, C5H13NO overall at a distorted geometry (ωB97M-V with the def2-TZVPD basis set, the Open Molecules 2025 dataset).

## Properties
Gap between HOMO and LUMO ... 0.3443 hartree
Net charge ... 0
Energy ... -328.14291 hartree
HOMO energy ... -8.8 eV
ΔE to the lowest compared entry with this formula, charge and spin ... 4.788 eV

The geometry in XYZ format:
```
20
Properties=species:S:1:pos:R:3:mulliken_charge:R:1
C -0.391 0.761 -2.109 -1.5976
C -0.095 0.124 -0.724 0.3902
C -1.310 0.186 0.243 -0.6611
C -0.995 -0.377 1.769 -0.2660
C -0.369 0.473 2.634 -0.5516
N 0.346 -1.232 -1.144 -0.5721
H -0.595 1.814 -2.184 0.3995
H -1.072 0.275 -2.786 0.4146
H 0.511 0.597 -2.928 0.3080
H 0.688 1.000 -0.465 0.1642
H -1.491 1.305 0.271 0.3578
H -2.182 -0.415 -0.207 0.3467
H -1.422 -1.333 2.083 0.3349
H 0.707 0.291 3.055 0.1898
H -0.382 1.613 2.567 0.2164
H 0.847 -1.037 -1.969 0.2716
H -0.463 -1.772 -1.229 0.2738
H 1.800 -0.912 0.962 0.3488
H 3.180 -0.347 0.794 0.3330
O 2.690 -1.013 1.367 -0.7009
```

[5]
# C5H13NO

An isolated molecule of C5H13NO at a distorted geometry (ωB97M-V with the def2-TZVPD basis set, the Open Molecules 2025 dataset).

## Properties
Gap between HOMO and LUMO ... 0.3734 hartree
Net charge ... 0
Energy ... -328.23220 hartree
HOMO energy ... -9.3 eV
ΔE to the lowest compared entry with this formula, charge and spin ... 2.358 eV

The geometry in XYZ format:
```
20
Properties=species:S:1:pos:R:3:mulliken_charge:R:1
C 1.381 -0.824 -1.482 -1.2165
C -0.020 -0.929 -0.958 0.6349
C -0.672 0.434 -0.656 -1.0457
C 0.186 1.184 0.515 -0.5097
C -0.198 0.768 1.915 -0.4363
O -1.163 1.690 2.563 -0.5685
N -0.930 -1.903 -1.724 -0.7325
H 1.423 -0.147 -2.307 0.3464
H 1.948 -0.272 -0.682 0.2704
H 1.919 -1.785 -1.450 0.4033
H -0.052 -1.199 0.094 0.1168
H -1.642 0.405 -0.150 0.3148
H -0.744 1.142 -1.513 0.3345
H 1.254 1.248 0.481 0.4326
H 0.099 2.328 0.502 0.2972
H 0.694 0.699 2.553 0.3167
H -0.735 -0.255 1.968 0.2025
H -0.794 2.310 3.309 0.3102
H -1.645 -2.225 -1.088 0.2656
H -0.309 -2.670 -1.890 0.2634
```

[6]
# C5H13NO

A 2-piece molecular cluster, C5H13NO overall at a distorted geometry (ωB97M-V with the def2-TZVPD basis set, the Open Molecules 2025 dataset).

## Properties
Gap between HOMO and LUMO ... 0.3366 hartree
Net charge ... 0
Energy ... -328.22965 hartree
HOMO energy ... -8.3 eV
ΔE to the lowest compared entry with this formula, charge and spin ... 2.427 eV

The geometry in XYZ format:
```
20
Properties=species:S:1:pos:R:3:mulliken_charge:R:1
C 1.934 0.659 -1.216 -0.9402
C 1.245 1.465 -0.133 -0.3573
C -0.141 0.851 0.210 -0.4001
C 0.115 -0.440 1.047 0.7348
C -0.692 -1.476 0.702 -1.0966
N 0.857 -0.227 2.240 -0.4363
H 2.194 -0.412 -0.804 0.2208
H 2.926 1.339 -1.608 0.2642
H 1.284 0.422 -2.126 0.2598
H 1.938 1.498 0.846 0.0911
H 1.340 2.541 -0.361 0.3626
H -0.714 1.599 0.851 0.2519
H -0.772 0.572 -0.746 0.1779
H -1.381 -1.481 -0.148 0.1567
H -0.765 -2.429 1.187 0.2724
H 1.596 0.417 2.299 0.2062
H 1.060 -1.086 2.762 0.2417
H -3.762 -0.632 -1.304 0.3196
H -4.286 -1.986 -1.616 0.3196
O -3.977 -1.195 -2.082 -0.6487
```

[7]
# C5H13NO

C5H13NO as an isolated structure at a distorted geometry (ωB97M-V with the def2-TZVPD basis set, the Open Molecules 2025 dataset).

## Properties
Gap between HOMO and LUMO ... 0.2220 hartree
Net charge ... 0
Energy ... -328.05788 hartree
HOMO energy ... -8.4 eV
ΔE to the lowest compared entry with this formula, charge and spin ... 7.101 eV

The geometry in XYZ format:
```
20
Properties=species:S:1:pos:R:3:mulliken_charge:R:1
C -0.274 1.006 0.827 -0.9734
C -1.120 0.350 -0.320 0.4719
C -1.514 -1.112 0.092 -0.4843
C -0.314 -1.977 -0.075 -1.0320
N -2.225 1.077 -0.514 -0.6662
C 2.518 0.857 -0.235 -0.7001
O 1.723 0.007 0.486 -0.6398
H -0.063 2.036 0.561 0.3620
H 0.635 0.301 0.857 0.3629
H -0.872 1.049 1.733 0.3322
H -0.466 0.259 -1.188 0.3387
H -1.921 -1.144 1.097 0.2448
H -2.361 -1.398 -0.537 0.3097
H 0.044 -1.946 -1.100 0.2936
H -0.432 -2.986 0.298 0.3698
H 0.450 -1.559 0.564 0.3178
H -1.985 1.879 -1.126 0.2946
H 3.021 0.295 -1.023 0.2745
H 3.222 1.400 0.406 0.2448
H 1.932 1.608 -0.804 0.2786
```

[8]
# C5H13NO2

C5H13NO2 as an isolated structure at a distorted geometry (ωB97M-V with the def2-TZVPD basis set, the Open Molecules 2025 dataset).

## Properties
Gap between HOMO and LUMO (spin up / spin down) ... 0.2318 / 0.2877 hartree
Net charge ... -1
Multiplicity ... 2
<S²> ... 0.754
Energy ... -403.33419 hartree
HOMO energy (spin up / spin down) ... -2.2 / -3.8 eV
ΔE to the lowest compared entry with this formula, charge and spin ... 5.652 eV

The geometry in XYZ format:
```
21
Properties=species:S:1:pos:R:3:mulliken_charge:R:1
O 0.964 -0.764 -1.772 -0.4512
C 1.791 0.114 -1.242 0.0792
N 1.548 1.280 -0.752 -0.6297
C -0.752 2.052 1.214 -0.8740
C -0.189 0.698 1.427 -1.1743
C -1.043 -0.512 1.403 0.2516
C -0.257 -1.775 1.090 -1.1999
H 2.806 -0.283 -1.425 0.4141
H 1.510 0.671 0.186 0.1398
H -0.041 2.845 1.389 0.2891
H -1.781 2.192 1.479 0.3147
H 0.809 0.729 1.873 0.8022
H -0.442 1.358 0.248 0.3268
H -1.578 -0.543 2.362 0.3781
H -1.659 -0.295 0.490 0.0120
H -0.253 -1.914 0.014 0.2908
H 0.745 -1.732 1.547 0.2432
H -0.625 -2.715 1.525 0.3352
H 0.023 -0.381 -1.743 0.3906
H -2.483 -0.391 -1.565 0.0832
O -1.617 -0.727 -1.337 -1.0214
```

> Number 4 is which compound?

C5H13NO

Repeat the fourth record exactly.
# C5H13NO

A 2-piece molecular cluster, C5H13NO overall at a distorted geometry (ωB97M-V with the def2-TZVPD basis set, the Open Molecules 2025 dataset).

## Properties
Gap between HOMO and LUMO ... 0.3443 hartree
Net charge ... 0
Energy ... -328.14291 hartree
HOMO energy ... -8.8 eV
ΔE to the lowest compared entry with this formula, charge and spin ... 4.788 eV

The geometry in XYZ format:
```
20
Properties=species:S:1:pos:R:3:mulliken_charge:R:1
C -0.391 0.761 -2.109 -1.5976
C -0.095 0.124 -0.724 0.3902
C -1.310 0.186 0.243 -0.6611
C -0.995 -0.377 1.769 -0.2660
C -0.369 0.473 2.634 -0.5516
N 0.346 -1.232 -1.144 -0.5721
H -0.595 1.814 -2.184 0.3995
H -1.072 0.275 -2.786 0.4146
H 0.511 0.597 -2.928 0.3080
H 0.688 1.000 -0.465 0.1642
H -1.491 1.305 0.271 0.3578
H -2.182 -0.415 -0.207 0.3467
H -1.422 -1.333 2.083 0.3349
H 0.707 0.291 3.055 0.1898
H -0.382 1.613 2.567 0.2164
H 0.847 -1.037 -1.969 0.2716
H -0.463 -1.772 -1.229 0.2738
H 1.800 -0.912 0.962 0.3488
H 3.180 -0.347 0.794 0.3330
O 2.690 -1.013 1.367 -0.7009
```